(1)
C14H20N2O | wB97M-V/def2-TZVPD

Atoms and positions in Å:
O (1.4665, -0.8633, 1.6710)
H (-2.8031, 2.6466, -2.6985)
H (0.9344, 2.5729, 2.0813)
H (-2.6899, -1.1595, 3.1579)
C (0.2531, 1.8021, -1.6892)
N (-0.5560, -0.5841, 2.6997)
C (-1.8630, -1.2613, 2.4837)
H (3.1742, 0.8271, -1.7554)
H (-0.3502, 2.8637, 3.2374)
H (0.9992, 1.3683, 3.3882)
C (-0.6683, 0.7917, 1.9052)
N (-0.3102, -1.1442, -3.6610)
C (-2.0021, 2.0663, -2.4074)
C (-1.8906, 0.8597, -3.1549)
H (-0.0236, -3.2418, 3.0197)
C (0.1979, 1.8877, 2.7117)
C (2.8658, -0.1937, -1.7914)
C (0.6482, -1.3557, 2.4242)
H (2.6225, -0.3662, -0.7282)
C (1.5080, -0.4251, -2.4442)
H (0.6567, -2.2443, 4.3248)
C (-0.8954, 2.5220, -1.6068)
H (-1.7929, 0.9429, 1.8894)
H (-2.8649, 0.6103, -3.6788)
H (-0.1549, 0.5442, 0.8730)
H (-0.9725, 3.4980, -1.0868)
C (0.7877, -2.5340, 3.2694)
H (1.3022, 2.0785, -1.2068)
H (-1.8146, -2.3342, 3.0286)
H (-0.8101, -1.6651, -4.4269)
H (1.8374, -3.0524, 3.1845)
H (1.4683, -2.3005, -3.6455)
H (3.4816, -1.0194, -2.1633)
C (0.3895, 0.5347, -2.3539)
C (-0.7051, 0.0943, -3.1211)
C (0.9880, -1.4204, -3.2123)
H (-2.4139, -1.3459, 1.4827)

Properties
**SMILES**: Cc1c[nH]c2ccccc12.CCN(C)C(C)=O
**E**: -730.08819 a.u.
**Highest occupied orbital energy**: -7.71 eV
**Energy above the lowest of the compared OMol25 structures with the same formula, charge and spin**: 4.483 eV
**Total charge**: 0


(2)
C2H3FS2 | wB97M-V/def2-TZVPD

Atoms and positions in Å:
S (-0.1336, 1.5916, 3.5533)
H (0.7403, -0.2049, 1.4960)
H (-1.0710, 0.4505, -0.9364)
C (-0.0676, 0.1104, 0.8463)
F (-0.4775, 0.2616, 4.4137)
C (-0.4097, -0.0937, -0.4212)
H (-0.0619, -0.9558, -1.0503)
S (-1.1683, 1.4417, 1.8545)

Properties
**2S+1**: 3
**E**: -974.05064 a.u.
**Highest occupied orbital energy (alpha / beta)**: -5.84 / -9.66 eV
**Energy above the lowest of the compared OMol25 structures with the same formula, charge and spin**: 1.164 eV
**⟨S²⟩**: 2.008
**Total charge**: 0


(3)
C4H16N2O4S | wB97M-V/def2-TZVPD

Atoms and positions in Å:
H (-0.2343, -0.0836, -0.1192)
H (-1.6480, -0.1665, -2.3130)
O (-1.2713, -2.2295, 0.4347)
H (-2.2101, -2.0228, 2.2249)
C (0.6630, 1.2878, 1.3714)
H (1.1453, -2.0512, 0.5705)
H (-0.7444, 0.0407, 2.7502)
H (-0.9122, -1.5917, -1.0927)
O (-2.0014, 0.7278, -2.5525)
H (1.1424, 1.9959, 0.7531)
H (-1.3512, 0.7761, -3.3285)
O (-0.5975, 3.2280, -1.3918)
H (-0.1849, 3.3402, -2.2065)
H (-1.0286, 2.3806, 1.1664)
H (-0.6134, -2.1613, -2.4923)
N (-0.8641, -0.4431, 1.8120)
C (0.2082, -0.0814, 0.8804)
C (-1.4769, -1.6590, 1.4904)
H (-1.2596, 2.5725, -1.6006)
O (-0.5411, -1.3782, -1.9485)
N (-0.5439, 2.1136, 1.9236)
C (1.5329, -0.9841, 0.8311)
S (2.6588, -0.7428, -0.5915)
H (1.2668, 1.0848, 2.3017)
H (2.1909, -0.9300, 1.7057)
H (1.6465, -0.0756, -1.2954)
H (-0.1620, 2.9169, 2.5149)

Properties
**SMILES**: NC[C@@H](CS)NC=O.O.O.O
**E**: -970.62361 a.u.
**Highest occupied orbital energy**: -8.77 eV
**Energy above the lowest of the compared OMol25 structures with the same formula, charge and spin**: 1.609 eV
**Total charge**: 0


(4)
C40H44Br2N6O3STl | wB97M-V/def2-TZVPD

Atoms and positions in Å:
Br (5.7366, 12.6653, 13.7463)
H (7.6570, 13.0263, 11.4444)
H (9.4630, 7.5061, 6.0100)
H (11.1599, 9.1541, 6.9446)
H (8.0732, 9.1262, 12.8596)
O (12.7707, 11.7270, 9.5576)
H (12.8457, 7.8384, 8.5452)
C (9.3732, 14.1186, 9.3935)
O (11.6262, 11.2476, 7.3891)
H (6.5533, 6.4997, 9.8573)
C (14.9450, 7.7016, 8.3278)
H (5.4788, 15.2141, 15.0787)
H (7.0827, 15.6138, 11.1921)
H (7.8893, 15.5528, 7.6997)
H (15.1979, 8.6699, 14.4214)
C (8.3347, 7.3304, 7.8509)
N (8.1052, 14.2875, 9.9087)
S (12.2625, 10.7585, 8.6025)
C (13.7300, 8.3904, 8.3454)
C (10.3603, 9.0759, 8.9598)
H (11.9666, 8.3182, 19.1732)
C (7.2747, 7.2024, 10.1383)
H (11.4283, 10.5515, 16.0880)
H (10.2886, 8.8219, 19.0819)
H (11.9907, 16.9397, 16.1792)
H (14.8502, 11.5464, 7.8510)
H (11.7831, 14.0905, 8.3850)
H (12.9088, 13.2343, 15.5883)
H (10.5500, 8.1190, 16.3781)
H (12.6223, 6.3781, 17.9290)
C (16.1208, 9.7828, 7.9643)
H (9.0059, 16.9940, 8.2241)
C (11.2831, 15.0646, 8.0973)
H (11.8796, 10.5651, 17.7853)
H (10.7486, 7.1092, 18.7588)
C (9.2029, 8.7158, 9.7965)
H (14.8049, 5.4926, 17.2031)
C (15.0973, 7.0030, 15.7403)
H (16.7977, 7.1493, 14.4786)
C (7.3508, 13.1166, 10.3869)
H (6.6572, 7.2912, 12.2234)
C (16.4363, 6.5707, 15.3336)
H (6.3255, 13.4134, 10.3584)
H (16.4893, 5.5204, 15.0132)
H (13.5525, 14.8690, 15.2394)
N (10.5140, 14.0097, 15.2561)
C (9.8512, 16.6538, 15.8527)
C (8.1358, 8.7710, 11.8143)
C (7.4656, 16.0278, 15.5201)
C (8.9500, 16.0049, 7.7391)
H (17.0255, 10.3387, 7.7033)
C (14.9046, 10.4568, 7.9076)
C (13.7075, 9.7353, 8.1042)
C (11.4419, 14.8496, 15.6771)
C (11.0418, 8.1692, 18.6060)
C (12.6701, 8.0830, 16.6938)
H (11.4610, 15.3228, 7.0788)
C (8.8098, 15.7465, 15.5607)
H (17.1039, 6.6565, 16.2119)
C (7.2376, 7.7612, 11.4508)
C (9.2604, 14.4139, 15.2307)
N (11.3009, 9.8128, 9.4973)
H (13.0504, 9.7024, 15.2109)
H (17.0886, 7.9253, 8.5806)
C (11.2960, 8.5490, 17.1213)
H (13.2481, 14.5178, 16.8803)
C (14.3575, 6.3537, 16.7140)
N (9.0534, 9.2796, 11.0029)
C (16.1562, 8.4066, 8.3035)
C (14.5811, 8.1851, 15.2201)
C (9.3943, 7.7978, 7.0539)
C (12.8581, 14.3082, 15.8653)
O (8.8000, 12.3631, 14.1589)
H (9.2503, 16.0253, 6.7160)
N (9.8490, 15.0290, 8.4380)
N (9.9988, 13.0356, 9.8044)
C (10.3574, 8.7051, 7.5649)
H (10.1752, 10.3020, 17.4132)
C (13.4422, 8.7725, 15.6890)
C (13.1693, 6.8574, 17.1427)
Tl (10.5094, 11.4594, 11.9572)
Br (6.6119, 17.6296, 16.0953)
C (7.6989, 15.6475, 10.2979)
H (7.5469, 6.7420, 7.3811)
H (7.5393, 12.2425, 9.7743)
C (11.2045, 10.0613, 17.0800)
C (6.5586, 15.0845, 15.0377)
H (15.0066, 6.6231, 8.2201)
H (11.8792, 15.7355, 8.7332)
H (9.6180, 17.7390, 15.9523)
C (8.2413, 7.6888, 9.2420)
C (11.1480, 16.2380, 15.9391)
C (8.3165, 13.4364, 14.6128)
H (10.8958, 12.8948, 9.3598)
C (7.0025, 13.8458, 14.5398)
H (7.0701, 16.0423, 9.5312)
H (8.5312, 16.3061, 10.4801)

Properties
**E**: -7823.26729 a.u.
**Highest occupied orbital energy (alpha / beta)**: -9.95 / -9.95 eV
**Energy above the lowest of the compared OMol25 structures with the same formula, charge and spin**: 0.334 eV
**Total charge**: +1


(5)
C5H12O | wB97M-V/def2-TZVPD

Atoms and positions in Å:
H (3.3360, 0.1714, 1.2432)
H (-6.5301, 1.6435, -2.4385)
H (4.8041, -1.9214, 0.8469)
H (2.6371, -1.2731, 0.3218)
H (4.7585, -1.1450, 2.4719)
H (1.6605, -1.3544, 3.1722)
O (-5.8583, 1.8653, -3.1138)
C (-4.6528, 1.7473, -2.5712)
H (3.6998, -2.6220, 2.1352)
C (2.9251, -0.8847, 1.3229)
H (-3.6761, 3.3249, -3.7209)
C (-3.6591, 2.6045, -2.9179)
C (1.6503, -1.1541, 2.1020)
H (-2.8808, 2.4737, -2.2029)
H (-4.5431, 1.0007, -1.7909)
C (4.1741, -1.7243, 1.7282)
H (0.8918, -0.5627, 1.6145)
H (1.2628, -2.1896, 1.7973)

Properties
**2S+1**: 2
**E**: -272.53020 a.u.
**Highest occupied orbital energy (alpha / beta)**: -12.52 / -12.52 eV
**Energy above the lowest of the compared OMol25 structures with the same formula, charge and spin**: 2.368 eV
**⟨S²⟩**: 0.757
**Total charge**: +1


(6)
C4H6O2 | wB97M-V/def2-TZVPD

Atoms and positions in Å:
H (1.4223, -1.8649, -1.0004)
H (-0.9936, -0.0355, 2.2335)
H (-1.1305, 1.4775, 1.3416)
O (1.0231, 0.0416, -1.6239)
H (0.9350, -0.7573, 0.4782)
C (0.5711, 0.9892, -0.7142)
H (-1.8412, 0.0330, 0.6598)
O (0.4045, 2.1496, -0.9683)
C (-0.9750, 0.3940, 1.2288)
C (0.3150, 0.1958, 0.4748)
H (-0.3524, -1.5231, -1.1589)
C (0.6215, -1.0999, -0.9510)

Properties
**E**: -306.37376 a.u.
**Highest occupied orbital energy**: -9.05 eV
**Energy above the lowest of the compared OMol25 structures with the same formula, charge and spin**: 3.607 eV
**Total charge**: 0


Please write out number 6 again, unchanged.
C4H6O2 | wB97M-V/def2-TZVPD

Atoms and positions in Å:
H (1.4223, -1.8649, -1.0004)
H (-0.9936, -0.0355, 2.2335)
H (-1.1305, 1.4775, 1.3416)
O (1.0231, 0.0416, -1.6239)
H (0.9350, -0.7573, 0.4782)
C (0.5711, 0.9892, -0.7142)
H (-1.8412, 0.0330, 0.6598)
O (0.4045, 2.1496, -0.9683)
C (-0.9750, 0.3940, 1.2288)
C (0.3150, 0.1958, 0.4748)
H (-0.3524, -1.5231, -1.1589)
C (0.6215, -1.0999, -0.9510)

Properties
**E**: -306.37376 a.u.
**Highest occupied orbital energy**: -9.05 eV
**Energy above the lowest of the compared OMol25 structures with the same formula, charge and spin**: 3.607 eV
**Total charge**: 0